Density functional theory data (ωB97M-V with the def2-TZVPD basis set) for C17H18AsN2O6RhS2 as an isolated structure.

Net charge: -2
LUMO level: 4.836 eV
Spin multiplicity: 1
Energy above the lowest of the compared OMol25 structures with the same formula, charge and spin: 5.7 kcal per mole
E_tot: -4362.272249 hartree

Element x y z (Å)
Rh 0.9027 -0.0804 0.7256
O -1.4452 3.4970 -0.2729
As -1.1678 1.9440 -1.0420
O -2.4324 1.6121 -2.0296
O -0.9110 0.8201 0.1805
C 0.4340 2.1158 -2.1478
C 0.2669 1.5368 -3.4054
C 1.3082 1.4952 -4.3181
C 2.5390 2.0395 -3.9788
C 2.7124 2.6277 -2.7377
C 1.6689 2.6766 -1.8185
S 2.0396 3.5536 -0.2877
O 1.0482 3.0635 0.6777
O 1.8511 4.9524 -0.6460
O 3.4034 3.1850 0.0446
H -0.6269 3.6584 0.2430
H -0.7039 1.1206 -3.6468
H 1.1618 1.0297 -5.2863
H 3.3668 1.9998 -4.6783
H 3.6681 3.0457 -2.4495
C -0.1708 1.6786 3.3493
N -0.6013 0.2955 3.3404
C -2.0000 0.0924 2.9769
C -2.0485 -1.3590 2.4767
N -0.6637 -1.8201 2.6089
C 0.1634 -0.6646 2.6385
S 1.8943 -0.7526 2.7242
H -0.6948 2.2043 4.1525
H -0.3759 2.1778 2.3980
H 0.9007 1.7231 3.5358
H -2.2888 0.7788 2.1761
H -2.6456 0.2642 3.8448
H -2.3903 -1.3832 1.4387
H -2.7123 -1.9866 3.0772
H -0.3747 -2.4548 1.8780
C 1.1305 -1.3517 -0.4362
C 0.3339 -2.5809 -0.4446
C 0.8892 -3.8148 -0.0845
C 0.1204 -4.9690 -0.1112
C -1.2085 -4.9210 -0.5155
C -1.7639 -3.7001 -0.8880
C -1.0093 -2.5393 -0.8497
H 1.9242 -3.8465 0.2354
H 0.5606 -5.9136 0.1899
H -1.8073 -5.8242 -0.5362
H -2.8023 -3.6475 -1.1957
H -1.4431 -1.5784 -1.1059

Atom charges from the Löwdin analysis, given in e for atoms 1 to 2: number 1, Rh, carries 0.69; number 2, O, carries -0.27